[1]
Molecular formula: C24H27BrFN2OPtS4Sb
Method: DFT, ωB97M-V/def2-TZVPD

Summary:
**Energy above the lowest of the compared OMol25 structures with the same formula, charge and spin**: 355.6 kJ/mol
**HOMO energy (spin up / spin down)**: -1.32 / -1.32 eV
**Total charge**: -2
**LUMO (spin up / spin down)**: 3.5 / 3.5 eV

Atoms and positions in Å:
Pt (0.161, -1.696, 0.376)
O (6.615, 0.060, 1.484)
C (5.300, -0.289, 1.603)
C (4.777, -1.438, 1.025)
C (3.424, -1.694, 1.170)
N (2.589, -0.890, 1.821)
C (3.120, 0.150, 2.421)
Br (2.012, 1.205, 3.528)
C (4.456, 0.521, 2.342)
H (7.070, -0.613, 0.970)
H (5.415, -2.125, 0.479)
H (2.980, -2.596, 0.763)
H (4.828, 1.395, 2.855)
S (-1.870, -3.833, 5.097)
Sb (-0.128, -3.630, 3.506)
S (-0.625, -1.427, 2.571)
S (0.721, -3.848, 0.837)
S (1.823, -3.371, 4.743)
F (1.379, 3.337, -2.963)
C (1.272, 2.038, -2.538)
C (0.064, 1.481, -2.449)
C (-0.093, 0.071, -1.959)
C (1.231, -0.653, -1.825)
C (1.131, -2.017, -1.527)
C (2.446, 0.061, -1.871)
C (2.493, 1.374, -2.234)
H (-0.827, 2.040, -2.698)
H (-0.735, -0.462, -2.692)
H (2.072, -2.563, -1.482)
H (0.394, -2.570, -2.107)
H (3.370, -0.466, -1.658)
H (3.428, 1.911, -2.314)
C (-3.501, -1.988, 0.193)
C (-3.507, -1.389, -1.214)
C (-2.634, -2.238, -2.139)
C (-3.160, 0.094, -1.155)
C (-4.190, 0.939, -1.567)
C (-4.131, 2.309, -1.407)
C (-3.090, 2.826, -0.662)
C (-2.024, 2.038, -0.235)
C (-1.126, 2.710, 0.801)
C (-1.466, 2.102, 2.163)
C (0.383, 2.697, 0.571)
C (-1.963, 0.664, -0.626)
N (-0.729, -0.034, -0.632)
H (-3.893, -3.008, 0.178)
H (-4.101, -1.395, 0.884)
H (-2.485, -2.022, 0.576)
H (-4.538, -1.441, -1.587)
H (-1.670, -2.401, -1.661)
H (-2.489, -1.754, -3.108)
H (-3.100, -3.212, -2.305)
H (-5.064, 0.493, -2.030)
H (-4.913, 2.951, -1.798)
H (-3.090, 3.880, -0.402)
H (-1.434, 3.763, 0.825)
H (-1.117, 1.074, 2.210)
H (-2.545, 2.103, 2.324)
H (-0.986, 2.666, 2.965)
H (0.751, 1.678, 0.473)
H (0.880, 3.176, 1.418)
H (0.638, 3.255, -0.329)

[2]
Molecular formula: C24H27Cl5IrNO2Si2
Method: DFT, ωB97M-V/def2-TZVPD

Summary:
**Energy above the lowest of the compared OMol25 structures with the same formula, charge and spin**: 0.0 kJ/mol
**HOMO energy (spin up / spin down)**: -9.24 / -10.74 eV
**Total charge**: +1
**2S+1**: 2
**LUMO (spin up / spin down)**: -3.6 / -3.6 eV

Atoms and positions in Å:
Ir (-0.634, -0.555, -0.659)
Cl (-2.068, -1.038, -2.601)
C (-1.084, 0.373, -2.419)
C (-1.446, 1.247, -1.312)
C (-0.508, 2.372, -1.185)
Cl (-0.573, 3.273, 0.283)
C (0.404, 2.687, -2.130)
Cl (1.484, 4.004, -1.906)
C (0.533, 1.902, -3.342)
Cl (1.661, 2.388, -4.539)
C (-0.194, 0.771, -3.494)
Cl (-0.056, -0.214, -4.889)
C (1.818, -3.384, -0.355)
Si (1.238, -1.547, 1.697)
C (2.586, -0.829, 2.752)
C (0.606, -3.109, 2.452)
N (-0.067, -0.533, 1.166)
C (-0.844, 0.291, 2.049)
C (-0.232, 1.028, 3.058)
C (-0.951, 1.919, 3.841)
C (-2.306, 2.090, 3.623)
C (-2.945, 1.360, 2.630)
C (-2.234, 0.465, 1.852)
O (-2.883, -0.288, 0.892)
C (-3.573, 0.376, -0.105)
C (-4.785, -0.098, -0.473)
C (-5.472, 0.461, -1.568)
C (-4.907, 1.553, -2.265)
C (-3.712, 2.078, -1.911)
C (-2.877, 1.517, -0.795)
H (2.609, -4.011, 0.051)
H (1.867, -3.362, -1.437)
H (0.846, -3.764, -0.055)
H (3.450, -1.498, 2.775)
H (2.216, -0.763, 3.776)
H (2.917, 0.164, 2.457)
H (1.372, -3.888, 2.521)
H (-0.268, -3.502, 1.933)
H (0.294, -2.875, 3.473)
H (0.834, 0.946, 3.201)
H (-0.446, 2.487, 4.609)
H (-2.871, 2.787, 4.225)
H (-4.007, 1.470, 2.451)
H (-5.209, -0.922, 0.086)
H (-6.436, 0.070, -1.856)
H (-5.455, 1.995, -3.087)
H (-3.309, 2.937, -2.433)
H (-2.755, 2.299, -0.038)
C (2.847, -1.254, -2.535)
Si (3.186, -0.991, -0.737)
C (4.810, -1.713, -0.208)
C (2.946, 0.770, -0.200)
O (1.971, -2.025, 0.147)
H (3.451, -0.531, -3.091)
H (1.806, -1.058, -2.769)
H (3.122, -2.242, -2.902)
H (5.611, -1.128, -0.666)
H (4.936, -2.743, -0.546)
H (4.957, -1.675, 0.871)
H (3.190, 1.403, -1.057)
H (3.619, 1.053, 0.609)
H (1.919, 1.005, 0.081)

[3]
Molecular formula: C24H27ClN2O2
Method: DFT, ωB97M-V/def2-TZVPD

Summary:
**HOMO energy**: -5.14 eV
**Total charge**: 0
**LUMO**: -1.9 eV

Atoms and positions in Å:
C (0.064, -2.611, -3.948)
C (-0.752, -2.956, -2.731)
O (-0.454, -2.015, -1.681)
C (-1.187, -2.298, -0.573)
C (-1.044, -1.284, 0.498)
N (-1.717, -1.517, 1.571)
C (-2.100, -0.807, 2.584)
C (-2.897, -1.364, 3.661)
C (-3.436, -0.519, 4.659)
C (-4.215, -1.043, 5.686)
C (-4.440, -2.428, 5.742)
Cl (-5.365, -3.076, 7.029)
C (-3.913, -3.282, 4.758)
C (-3.157, -2.747, 3.712)
O (-1.908, -3.282, -0.486)
H (-0.295, -3.220, -4.781)
H (-0.027, -1.558, -4.231)
H (1.121, -2.849, -3.797)
H (-1.824, -2.903, -2.962)
H (-0.512, -3.969, -2.384)
H (-0.327, -0.471, 0.339)
H (-1.867, 0.272, 2.640)
H (-3.231, 0.551, 4.601)
H (-4.642, -0.395, 6.446)
H (-4.100, -4.349, 4.823)
H (-2.756, -3.387, 2.927)
C (4.880, 0.657, -3.586)
C (4.066, 0.412, -4.869)
C (2.581, 0.520, -4.497)
N (2.562, 0.860, -3.081)
C (1.428, 1.050, -2.421)
C (1.374, 1.443, -1.077)
C (0.179, 1.712, -0.421)
C (0.098, 2.457, 0.809)
C (-1.088, 3.150, 1.173)
C (-1.147, 3.910, 2.336)
C (-0.038, 3.976, 3.195)
C (1.141, 3.290, 2.861)
C (1.208, 2.535, 1.692)
C (3.875, 1.020, -2.477)
H (5.432, -0.242, -3.296)
H (5.596, 1.473, -3.722)
H (4.300, 1.169, -5.623)
H (4.273, -0.575, -5.291)
H (2.076, 1.300, -5.091)
H (2.038, -0.422, -4.678)
H (0.501, 0.910, -2.989)
H (2.326, 1.552, -0.546)
H (-0.753, 1.510, -0.952)
H (-1.948, 3.088, 0.504)
H (-2.062, 4.451, 2.588)
H (-0.087, 4.561, 4.115)
H (2.008, 3.337, 3.523)
H (2.117, 1.981, 1.448)
H (4.003, 0.366, -1.598)
H (4.045, 2.055, -2.131)

[4]
Molecular formula: C24H27N2O5
Method: DFT, ωB97M-V/def2-TZVPD

Summary:
**Energy above the lowest of the compared OMol25 structures with the same formula, charge and spin**: 44.0 kJ/mol
**HOMO energy**: -4.12 eV
**Total charge**: -1
**LUMO**: 2.1 eV

Atoms and positions in Å:
O (2.127, 2.969, -0.952)
O (-2.524, -3.268, 5.277)
O (2.666, -1.504, -5.125)
O (3.764, -0.140, 0.680)
O (3.469, -3.417, -4.344)
C (1.126, 2.288, -0.788)
C (-2.583, -2.063, 5.494)
C (3.069, -2.241, -4.197)
C (3.553, 0.302, -0.447)
C (-1.353, -1.928, -2.005)
C (-4.038, 2.586, 0.821)
C (-0.526, -2.619, -1.107)
C (-3.587, 2.641, 2.148)
C (-2.127, -0.846, -1.563)
C (-3.587, 1.570, -0.033)
C (-0.466, -2.232, 0.240)
C (-2.696, 1.673, 2.631)
C (-2.054, -0.478, -0.216)
C (-2.705, 0.612, 0.472)
C (-1.237, -1.150, 0.685)
C (-2.276, 0.628, 1.795)
N (4.546, 0.984, -1.035)
N (1.087, 0.959, -0.825)
C (-0.188, 2.968, -0.492)
C (4.612, 1.594, -2.362)
C (-2.210, -1.007, 4.452)
C (3.099, -1.673, -2.771)
C (-1.344, -0.541, 2.069)
C (-1.919, -1.582, 3.052)
C (2.179, -0.455, -2.573)
C (2.179, 0.007, -1.104)
H (-2.909, -1.730, 6.474)
H (-1.375, -2.225, -3.050)
H (-4.724, 3.340, 0.448)
H (0.082, -3.447, -1.463)
H (-3.922, 3.442, 2.800)
H (-2.756, -0.302, -2.259)
H (-3.907, 1.534, -1.069)
H (0.186, -2.761, 0.929)
H (-2.329, 1.739, 3.650)
H (5.364, 1.075, -0.456)
H (0.185, 0.539, -0.663)
H (-0.046, 4.046, -0.535)
H (-0.922, 2.661, -1.234)
H (-0.523, 2.680, 0.503)
H (5.413, 2.332, -2.387)
H (4.809, 0.830, -3.117)
H (3.677, 2.099, -2.603)
H (-3.045, -0.307, 4.393)
H (-1.329, -0.468, 4.811)
H (4.127, -1.393, -2.534)
H (2.794, -2.453, -2.068)
H (-0.368, -0.185, 2.413)
H (-2.844, -2.003, 2.639)
H (-1.197, -2.401, 3.142)
H (1.162, -0.747, -2.841)
H (2.467, 0.359, -3.235)
H (1.875, -0.891, -0.567)

[5]
Molecular formula: C24H27N3O2
Method: DFT, ωB97M-V/def2-TZVPD

Summary:
**SMILES string**: CN(C)[C@@H](CNC(=O)CNC(=O)Cc1cccc2ccccc12)c1ccccc1
**Energy above the lowest of the compared OMol25 structures with the same formula, charge and spin**: 0.0 kJ/mol
**HOMO energy**: -8.44 eV
**Total charge**: 0
**LUMO**: 0.3 eV

Atoms and positions in Å:
C (-5.450, -0.022, 0.890)
N (-4.909, 0.377, -0.392)
C (-5.353, -0.519, -1.438)
H (-4.997, -0.155, -2.400)
H (-6.442, -0.523, -1.453)
H (-5.005, -1.555, -1.297)
C (-3.464, 0.604, -0.418)
C (-2.653, -0.562, 0.108)
C (-2.181, -1.515, -0.789)
C (-1.506, -2.638, -0.345)
C (-1.284, -2.824, 1.009)
C (-1.734, -1.875, 1.910)
C (-2.415, -0.756, 1.464)
H (-2.756, -0.031, 2.187)
H (-1.555, -2.005, 2.967)
H (-0.758, -3.701, 1.359)
H (-1.153, -3.371, -1.058)
H (-2.342, -1.372, -1.849)
C (-3.119, 1.936, 0.278)
N (-1.693, 2.169, 0.283)
C (-1.025, 2.510, -0.831)
O (-1.538, 2.787, -1.894)
C (0.500, 2.529, -0.616)
N (1.031, 1.189, -0.467)
C (0.976, 0.504, 0.689)
O (0.437, 0.943, 1.691)
C (1.628, -0.868, 0.634)
C (2.881, -0.892, -0.193)
C (2.922, -1.614, -1.360)
C (4.077, -1.654, -2.154)
C (5.193, -0.965, -1.776)
C (5.196, -0.202, -0.589)
C (6.338, 0.521, -0.186)
C (6.329, 1.264, 0.960)
C (5.174, 1.317, 1.752)
C (4.051, 0.625, 1.391)
C (4.026, -0.156, 0.216)
H (3.170, 0.682, 2.012)
H (5.176, 1.910, 2.654)
H (7.208, 1.815, 1.262)
H (7.223, 0.475, -0.806)
H (6.089, -0.991, -2.379)
H (4.073, -2.237, -3.064)
H (2.051, -2.172, -1.675)
H (0.889, -1.555, 0.213)
H (1.823, -1.186, 1.660)
H (1.425, 0.742, -1.280)
H (0.724, 3.091, 0.296)
H (0.975, 3.006, -1.473)
H (-1.151, 1.825, 1.071)
H (-3.604, 2.740, -0.281)
H (-3.469, 1.963, 1.309)
H (-3.201, 0.746, -1.473)
H (-6.537, -0.011, 0.817)
H (-5.135, -1.030, 1.201)
H (-5.157, 0.690, 1.657)

[6]
Molecular formula: C24H27N3O2
Method: DFT, ωB97M-V/def2-TZVPD

Summary:
**SMILES string**: CCOc1ccc(C(=O)c2cnc3ccccc3c2N2CCN(CC)CC2)cc1
**Energy above the lowest of the compared OMol25 structures with the same formula, charge and spin**: 204.6 kJ/mol
**HOMO energy**: -7.90 eV
**Total charge**: 0
**LUMO**: 0.2 eV

Atoms and positions in Å:
C (-8.154, 0.235, 1.344)
C (-6.655, 0.471, 1.249)
O (-6.198, -0.145, 0.060)
C (-4.890, -0.066, -0.271)
C (-3.908, 0.569, 0.488)
C (-2.598, 0.592, 0.048)
C (-2.236, -0.014, -1.152)
C (-3.222, -0.664, -1.899)
C (-4.527, -0.688, -1.472)
H (-5.297, -1.179, -2.045)
H (-2.932, -1.141, -2.823)
C (-0.842, -0.031, -1.644)
O (-0.491, -0.759, -2.559)
C (0.077, 0.962, -1.038)
C (1.284, 0.716, -0.372)
N (1.660, -0.502, 0.124)
C (2.182, -0.626, 1.472)
H (2.505, 0.343, 1.849)
C (3.340, -1.644, 1.495)
N (3.177, -2.678, 0.485)
C (1.770, -2.936, 0.281)
C (1.024, -1.724, -0.318)
H (1.070, -1.763, -1.408)
H (-0.038, -1.755, -0.024)
H (1.345, -3.208, 1.251)
H (1.655, -3.794, -0.384)
C (3.921, -2.446, -0.744)
C (5.391, -2.809, -0.561)
H (5.475, -3.832, -0.203)
H (5.878, -2.155, 0.159)
H (5.914, -2.722, -1.510)
H (3.496, -3.095, -1.512)
H (3.836, -1.408, -1.100)
H (3.375, -2.122, 2.481)
H (4.296, -1.143, 1.337)
H (1.369, -0.983, 2.122)
C (2.143, 1.850, -0.167)
C (3.509, 1.736, 0.151)
C (4.284, 2.848, 0.352)
C (3.728, 4.129, 0.250)
C (2.421, 4.277, -0.125)
C (1.617, 3.150, -0.379)
N (0.367, 3.352, -0.851)
C (-0.316, 2.308, -1.212)
H (-1.281, 2.510, -1.661)
H (1.978, 5.250, -0.269)
H (4.346, 4.995, 0.435)
H (5.334, 2.738, 0.580)
H (3.966, 0.759, 0.180)
H (-1.850, 1.084, 0.652)
H (-4.154, 1.048, 1.423)
H (-6.441, 1.549, 1.221)
H (-6.146, 0.033, 2.119)
H (-8.544, 0.694, 2.247)
H (-8.652, 0.666, 0.480)
H (-8.361, -0.831, 1.366)

[7]
Molecular formula: C24H27N3O4S
Method: DFT, ωB97M-V/def2-TZVPD

Summary:
**SMILES string**: CCc1ccc(-c2cc(C)no2)cc1S(=O)(=O)N1CCN(c2ccc(C(C)=O)cc2)CC1
**Energy above the lowest of the compared OMol25 structures with the same formula, charge and spin**: 273.5 kJ/mol
**HOMO energy**: -8.08 eV
**Total charge**: 0
**LUMO**: 0.1 eV

Atoms and positions in Å:
C (-0.361, 2.283, -4.423)
H (-1.277, 2.767, -4.089)
H (0.492, 2.880, -4.111)
H (-0.366, 2.231, -5.509)
C (-0.241, 0.875, -3.832)
C (-0.350, 0.951, -2.339)
C (0.737, 1.121, -1.488)
C (0.567, 1.285, -0.129)
C (-0.703, 1.264, 0.439)
C (-1.804, 1.080, -0.400)
C (-1.620, 0.938, -1.758)
H (-2.481, 0.808, -2.396)
H (-2.796, 1.056, 0.023)
C (-0.881, 1.392, 1.870)
C (0.004, 1.600, 2.899)
C (-0.803, 1.567, 4.063)
N (-2.052, 1.356, 3.735)
O (-2.115, 1.254, 2.387)
C (-0.377, 1.730, 5.473)
H (0.085, 2.706, 5.612)
H (-1.239, 1.644, 6.127)
H (0.355, 0.968, 5.735)
H (1.059, 1.762, 2.848)
H (1.445, 1.459, 0.471)
S (2.473, 1.122, -1.982)
O (2.603, 1.323, -3.394)
O (3.184, 1.999, -1.099)
N (3.030, -0.413, -1.665)
C (2.408, -1.516, -2.362)
H (1.477, -1.154, -2.800)
C (2.130, -2.657, -1.370)
N (1.698, -2.139, -0.097)
C (0.376, -2.025, 0.254)
C (0.025, -1.808, 1.596)
C (-1.291, -1.714, 1.988)
C (-2.323, -1.817, 1.055)
C (-1.975, -2.054, -0.277)
C (-0.664, -2.167, -0.674)
H (-0.449, -2.335, -1.718)
H (-2.772, -2.139, -1.000)
C (-3.755, -1.661, 1.386)
O (-4.601, -1.635, 0.514)
C (-4.117, -1.520, 2.842)
H (-3.707, -2.344, 3.421)
H (-3.717, -0.585, 3.231)
H (-5.200, -1.508, 2.941)
H (-1.511, -1.556, 3.032)
H (0.798, -1.740, 2.345)
C (2.725, -1.389, 0.596)
H (3.306, -2.048, 1.257)
C (3.680, -0.724, -0.422)
H (4.064, 0.218, -0.032)
H (4.531, -1.382, -0.633)
H (2.246, -0.622, 1.207)
H (3.052, -3.222, -1.198)
H (1.386, -3.345, -1.768)
H (3.060, -1.863, -3.174)
H (0.719, 0.464, -4.138)
H (-1.047, 0.248, -4.221)

[8]
Molecular formula: C24H27N3O5
Method: DFT, ωB97M-V/def2-TZVPD

Summary:
**SMILES string**: COc1ccc(N2C[C@@H](C(=O)N3CCN(Cc4ccc5c(c4)OCO5)CC3)CC2=O)cc1
**Energy above the lowest of the compared OMol25 structures with the same formula, charge and spin**: 282.5 kJ/mol
**HOMO energy**: -8.08 eV
**Total charge**: 0
**LUMO**: 0.6 eV

Atoms and positions in Å:
C (-0.919, -0.692, 6.565)
H (-0.830, 0.340, 6.213)
O (-1.302, -1.561, 5.527)
C (-0.473, -1.691, 4.453)
C (-0.892, -2.573, 3.458)
C (-0.131, -2.782, 2.328)
C (1.083, -2.113, 2.152)
C (1.496, -1.232, 3.147)
C (0.733, -1.023, 4.281)
H (1.099, -0.333, 5.024)
H (2.429, -0.706, 3.040)
N (1.850, -2.326, 0.992)
C (3.093, -1.827, 0.736)
O (3.756, -1.115, 1.456)
C (3.537, -2.300, -0.639)
H (4.435, -2.908, -0.519)
C (2.371, -3.106, -1.212)
C (1.815, -2.593, -2.543)
O (1.808, -3.346, -3.501)
N (1.363, -1.325, -2.643)
C (1.203, -0.319, -1.619)
H (1.598, -0.640, -0.662)
C (-0.278, 0.041, -1.471)
N (-0.795, 0.512, -2.740)
C (-0.662, -0.526, -3.744)
C (0.815, -0.877, -3.909)
H (0.944, -1.678, -4.637)
H (1.363, 0.013, -4.234)
H (-1.052, -0.152, -4.692)
H (-1.224, -1.437, -3.470)
C (-2.152, 1.017, -2.622)
C (-2.182, 2.281, -1.804)
C (-3.070, 2.437, -0.753)
C (-3.118, 3.606, 0.005)
C (-2.236, 4.603, -0.329)
C (-1.332, 4.450, -1.383)
C (-1.287, 3.305, -2.134)
H (-0.589, 3.183, -2.944)
O (-0.574, 5.586, -1.497)
C (-1.030, 6.459, -0.486)
O (-2.066, 5.837, 0.242)
H (-1.407, 7.388, -0.944)
H (-0.197, 6.704, 0.193)
H (-3.813, 3.724, 0.819)
H (-3.751, 1.635, -0.511)
H (-2.507, 1.241, -3.633)
H (-2.834, 0.267, -2.183)
H (-0.384, 0.838, -0.732)
H (-0.840, -0.842, -1.109)
H (1.743, 0.581, -1.937)
H (2.699, -4.121, -1.449)
C (1.332, -3.160, -0.078)
H (1.205, -4.187, 0.279)
H (0.356, -2.790, -0.408)
H (3.813, -1.441, -1.252)
H (-0.496, -3.480, 1.593)
H (-1.827, -3.093, 3.592)
H (0.026, -1.004, 7.022)
H (-1.714, -0.752, 7.307)